Entry 1:
{"formula": "C20H32N2O6", "method": "ωB97M-V/def2-TZVPD", "de_lowest_kcal_mol": 2.4, "e_tot_ev": -36522.834, "smiles": "CC(C)OC[C@@H](O)CN1CCN(C[C@H](O)COc2ccc3c(c2)OCO3)CC1", "elements": ["C", "C", "C", "O", "C", "C", "O", "C", "N", "C", "C", "N", "C", "C", "O", "C", "O", "C", "C", "C", "C", "C", "C", "O", "C", "O", "C", "C", "H", "H", "H", "H", "H", "H", "H", "H", "H", "H", "H", "H", "H", "H", "H", "H", "H", "H", "H", "H", "H", "H", "H", "H", "H", "H", "H", "H", "H", "H", "H", "H"], "coordinates": [[1.8182, -1.2562, -4.9518], [1.1611, 0.1202, -4.9151], [2.1919, 1.2234, -5.1665], [0.5455, 0.2371, -3.6417], [-0.3921, 1.2744, -3.5189], [-1.0828, 1.1442, -2.1524], [-1.8320, 2.3053, -1.8690], [-1.9338, -0.1435, -2.0998], [-2.1468, -0.7327, -0.7964], [-0.9602, -1.3620, -0.2449], [-1.3261, -2.1018, 1.0379], [-1.8927, -1.1753, 2.0052], [-2.0914, -1.7904, 3.3064], [-0.8334, -1.6276, 4.1706], [-0.9324, -2.5289, 5.2511], [-0.6912, -0.1731, 4.6633], [0.6535, 0.2153, 4.8502], [1.3849, 0.5835, 3.7566], [2.6870, 1.0057, 4.0175], [3.5406, 1.4222, 3.0028], [3.0476, 1.4068, 1.7203], [1.7478, 0.9825, 1.4614], [0.8900, 0.5603, 2.4478], [1.5060, 1.0525, 0.1135], [2.6904, 1.5520, -0.4677], [3.6590, 1.7548, 0.5373], [-3.0933, -0.5872, 1.4387], [-2.7234, 0.1812, 0.1726], [1.0761, -2.0265, -4.7613], [2.2735, -1.4311, -5.9222], [2.5811, -1.3155, -4.1808], [0.3808, 0.1747, -5.6949], [2.9293, 1.2247, -4.3674], [2.6947, 1.0471, -6.1134], [1.7182, 2.2011, -5.2060], [0.0882, 2.2622, -3.5719], [-1.1407, 1.2123, -4.3293], [-0.3019, 1.1060, -1.3891], [-2.5739, 2.3527, -2.4839], [-2.9205, 0.0728, -2.5299], [-1.4426, -0.8956, -2.7207], [-0.5781, -2.0765, -0.9778], [-0.1680, -0.6331, -0.0267], [-0.4280, -2.5546, 1.4622], [-2.0450, -2.9051, 0.8004], [-2.3200, -2.8632, 3.2341], [-2.9251, -1.3086, 3.8216], [0.0523, -1.8737, 3.5646], [-0.1739, -2.3918, 5.8303], [-1.1545, -0.0897, 5.6513], [-1.2009, 0.5088, 3.9764], [3.0246, 1.0056, 5.0409], [4.5456, 1.7459, 3.2131], [-0.0999, 0.2128, 2.2009], [2.4749, 2.5074, -0.9737], [3.0654, 0.8275, -1.2077], [-3.5288, 0.1017, 2.1665], [-3.8417, -1.3581, 1.1882], [-3.6235, 0.6236, -0.2606], [-2.0295, 0.9933, 0.4378]], "nbo_charge": [-0.62, 0.11, -0.64, -0.55, -0.08, 0.05, -0.71, -0.23, -0.45, -0.23, -0.23, -0.46, -0.23, 0.07, -0.72, -0.10, -0.50, 0.29, -0.26, -0.24, 0.20, 0.25, -0.33, -0.50, 0.24, -0.48, -0.22, -0.23, 0.22, 0.21, 0.21, 0.16, 0.21, 0.21, 0.21, 0.18, 0.15, 0.21, 0.46, 0.19, 0.21, 0.20, 0.18, 0.20, 0.17, 0.19, 0.20, 0.17, 0.47, 0.20, 0.19, 0.22, 0.23, 0.25, 0.16, 0.16, 0.20, 0.17, 0.20, 0.18]}

=====

Entry 2:
{"formula": "C42H36BCrF3O5S", "method": "ωB97M-V/def2-TZVPD", "s_squared": 3.787, "de_lowest_kcal_mol": 1.1, "e_tot_ev": -102431.672, "total_charge": 3, "multiplicity": 4, "elements": ["C", "C", "C", "C", "C", "B", "C", "C", "C", "C", "C", "F", "F", "F", "C", "C", "O", "C", "C", "C", "C", "C", "C", "O", "S", "H", "H", "H", "H", "H", "H", "H", "H", "H", "H", "H", "H", "H", "H", "H", "H", "H", "H", "H", "H", "H", "O", "C", "Cr", "C", "O", "C", "O", "C", "C", "C", "C", "C", "C", "C", "C", "C", "C", "C", "C", "C", "C", "C", "C", "C", "C", "C", "C", "C", "H", "H", "H", "H", "H", "H", "H", "H", "H", "H", "H", "H", "H", "H", "H"], "coordinates": [[-4.4056, 5.8332, 2.1252], [-3.5903, 4.7143, 2.6372], [-3.2118, 4.4482, 3.9387], [-2.4859, 3.2129, 4.0806], [-2.3250, 2.5623, 2.8729], [-2.0694, 0.9248, 2.6446], [-0.4526, 1.2000, 2.5831], [0.2831, 1.3723, 3.7554], [1.6043, 1.8225, 3.7032], [2.2393, 1.9563, 2.4657], [3.7076, 2.2862, 2.4156], [4.2829, 1.9110, 1.2383], [3.9331, 3.6272, 2.5804], [4.4040, 1.6433, 3.4076], [1.5379, 1.6967, 1.2912], [0.2007, 1.2850, 1.3651], [-2.6594, 0.3995, 3.8203], [-3.7313, -0.4315, 3.3783], [-3.2044, -1.8557, 3.4242], [-4.9110, -0.2732, 4.3247], [-3.9899, 0.0501, 1.8575], [-4.3558, -1.0540, 0.8700], [-5.0215, 1.1686, 1.7792], [-2.7081, 0.5421, 1.4428], [-2.8985, 3.5287, 1.5496], [-4.7611, 6.4089, 2.9812], [-3.8109, 6.4731, 1.4652], [-5.2697, 5.4651, 1.5607], [-3.4552, 5.1149, 4.7623], [-2.1075, 2.8583, 5.0350], [-0.1965, 1.1964, 4.7197], [2.1682, 1.9982, 4.6179], [2.0531, 1.7262, 0.3354], [-0.3292, 1.0149, 0.4511], [-3.9778, -2.5990, 3.1770], [-2.3694, -1.9517, 2.7167], [-2.7907, -2.0649, 4.4208], [-5.7249, -0.9557, 4.0378], [-4.6019, -0.5196, 5.3482], [-5.2905, 0.7535, 4.3201], [-5.2281, -1.6122, 1.2407], [-4.6011, -0.5875, -0.0935], [-3.5044, -1.7258, 0.7066], [-6.0357, 0.7934, 1.9901], [-4.7930, 1.9774, 2.4832], [-5.0200, 1.5822, 0.7643], [4.2084, -5.8701, -2.2989], [3.7280, -4.8098, -2.3085], [2.6236, -3.2440, -2.2317], [1.8943, -4.2806, -0.8319], [1.4796, -5.1091, -0.1216], [1.4297, -4.3156, -3.2728], [0.7752, -5.1407, -3.7683], [3.8314, -1.8650, -3.4731], [4.3703, -1.9881, -2.1832], [3.5596, -1.7398, -1.0609], [2.2252, -1.3125, -1.2253], [1.3545, -1.0242, -0.0880], [0.8141, -1.4722, 0.9263], [0.3346, -2.1269, 2.0456], [-0.6480, -3.1794, 1.8061], [-1.2389, -3.3690, 0.5301], [-2.1624, -4.3938, 0.3315], [-2.5295, -5.2536, 1.3768], [-1.9917, -5.0448, 2.6468], [-1.0885, -4.0075, 2.8630], [1.3262, -2.2472, 3.1317], [2.2251, -1.1842, 3.3250], [3.0448, -1.1162, 4.4465], [3.0722, -2.1795, 5.3545], [2.3912, -3.3608, 5.0408], [1.5763, -3.4108, 3.9054], [1.6594, -1.3848, -2.5066], [2.4629, -1.6188, -3.6380], [4.4647, -2.0114, -4.3517], [5.4109, -2.2890, -2.0352], [3.9489, -1.8460, -0.0439], [-0.8994, -2.7573, -0.3128], [-2.6122, -4.5111, -0.6542], [-3.2419, -6.0621, 1.2156], [-2.2449, -5.6964, 3.4824], [-0.6807, -3.8517, 3.8645], [2.2442, -0.4144, 2.5578], [3.6727, -0.2421, 4.6059], [3.6677, -2.0976, 6.2616], [2.4977, -4.2469, 5.6731], [1.1964, -4.3777, 3.5722], [0.5827, -1.2135, -2.5811], [1.9984, -1.6187, -4.6272]], "lowdin_spin": [0.05, 0.27, 0.11, 0.14, 0.51, 0.14, 0.14, 0.05, 0.00, 0.03, 0.00, 0.00, 0.00, 0.00, 0.00, 0.05, 0.29, 0.02, 0.02, 0.00, 0.01, 0.00, 0.01, 0.10, 0.01, 0.00, 0.02, 0.02, 0.00, 0.00, 0.00, 0.00, 0.00, 0.00, 0.00, 0.00, 0.00, 0.00, 0.00, 0.00, 0.00, 0.00, 0.00, 0.00, 0.00, 0.00, 0.05, 0.03, 0.86, -0.01, 0.00, 0.00, 0.01, 0.03, 0.01, 0.01, 0.00, 0.00, 0.00, 0.00, 0.00, 0.00, 0.00, 0.00, 0.00, 0.00, 0.00, 0.00, 0.00, 0.00, 0.00, 0.00, 0.01, 0.00, 0.00, 0.00, 0.00, 0.00, 0.00, 0.00, 0.00, 0.00, 0.00, 0.00, 0.00, 0.00, 0.00, 0.00, 0.00]}